Density functional theory data (the ωB97M-V functional and the def2-TZVPD basis) for a molecular structure, C41H37CdN5O2P2.

```
88
Properties=species:S:1:pos:R:3:mulliken_charge:R:1
Cd -0.02 -0.17 -0.23 0.492
C 0.78 -3.16 0.53 -0.754
N 0.54 -1.96 1.34 -0.314
C 1.69 -1.49 2.13 -1.208
C 2.51 -0.52 1.33 0.592
N 2.03 0.28 0.41 0.063
C 3.11 1.00 -0.09 0.691
C 3.17 1.97 -1.09 -0.572
C 4.41 2.50 -1.37 -0.797
C 5.57 2.10 -0.68 -0.486
C 5.52 1.14 0.31 -1.029
C 4.27 0.60 0.59 0.371
N 3.85 -0.37 1.48 -0.070
C 0.55 -2.93 -0.94 0.101
N 0.67 -1.76 -1.53 -0.014
C 0.42 -1.97 -2.88 -0.007
C 0.47 -1.09 -3.95 -0.501
C 0.20 -1.61 -5.21 -0.820
C -0.10 -2.97 -5.39 -0.629
C -0.13 -3.85 -4.33 -1.024
C 0.14 -3.33 -3.08 0.730
N 0.23 -3.90 -1.82 -0.002
H 0.13 -3.98 0.86 0.576
H 1.81 -3.50 0.66 0.367
H -0.26 -2.12 1.94 0.214
H 2.32 -2.31 2.47 0.416
H 1.31 -0.98 3.01 0.439
H 2.28 2.29 -1.62 0.423
H 4.50 3.26 -2.14 0.426
H 6.52 2.55 -0.94 0.400
H 6.40 0.82 0.84 0.413
H 4.43 -0.84 2.15 0.236
H 0.74 -0.05 -3.80 0.613
H 0.25 -0.96 -6.07 0.468
H -0.29 -3.33 -6.39 0.442
H -0.35 -4.91 -4.47 0.470
H 0.10 -4.88 -1.61 0.263
O -1.86 -1.50 -0.17 1.329
P -3.35 -1.51 0.05 0.186
C -3.89 0.14 0.61 -1.353
P -2.90 1.48 -0.18 0.963
O -1.45 1.37 0.21 -0.928
C -3.63 2.99 0.45 0.629
C -3.55 3.22 1.83 -0.562
C -4.15 4.34 2.37 -0.753
C -4.82 5.24 1.55 -0.485
C -4.89 5.02 0.18 -0.781
C -4.30 3.90 -0.37 -0.260
C -3.21 1.39 -1.95 0.663
C -2.15 1.57 -2.84 -0.805
C -2.40 1.59 -4.20 -0.683
C -3.70 1.44 -4.67 -0.653
C -4.75 1.27 -3.79 -0.875
C -4.51 1.26 -2.42 -0.036
C -4.20 -2.07 -1.43 0.660
C -3.47 -2.23 -2.60 -0.091
C -4.08 -2.75 -3.73 -0.760
C -5.43 -3.09 -3.68 -0.663
C -6.16 -2.94 -2.51 -0.788
C -5.54 -2.44 -1.38 -0.664
C -3.77 -2.66 1.37 0.323
C -4.46 -2.32 2.53 -0.428
C -4.65 -3.28 3.52 -0.693
C -4.16 -4.57 3.36 -0.551
C -3.50 -4.92 2.18 -0.751
C -3.31 -3.97 1.19 -0.472
H -3.65 0.21 1.68 0.721
H -4.96 0.31 0.48 0.596
H -3.01 2.52 2.46 0.358
H -4.09 4.52 3.44 0.416
H -5.29 6.11 1.98 0.413
H -5.41 5.73 -0.45 0.425
H -4.34 3.73 -1.44 0.405
H -1.15 1.73 -2.45 0.712
H -1.59 1.75 -4.90 0.476
H -3.89 1.46 -5.74 0.433
H -5.76 1.17 -4.16 0.490
H -5.34 1.16 -1.73 0.408
H -2.42 -1.94 -2.62 0.417
H -3.51 -2.88 -4.64 0.524
H -5.91 -3.49 -4.57 0.445
H -7.20 -3.22 -2.48 0.462
H -6.10 -2.34 -0.45 0.444
H -4.86 -1.33 2.67 0.371
H -5.18 -3.01 4.43 0.436
H -4.31 -5.30 4.13 0.415
H -3.15 -5.93 2.04 0.444
H -2.81 -4.23 0.26 0.490
```

Values from the calculation:
Largest force on an atom, eV/A: 0.8
Charge: +2
HOMO level, eV: -13.48